Molecular formula: C31H47BrCoN2P2
Method: DFT, ωB97M-V with the def2-TZVPD basis set

Properties
lowest unoccupied orbital energy (alpha / beta): -7.47 / -7.79 eV
max |F|: 4.5 eV Å⁻¹
ΔE to the lowest compared entry with this formula, charge and spin: 1.1835 eV
highest occupied orbital energy (alpha / beta): -12.43 / -12.42 eV
Kohn-Sham gap (alpha / beta): 4.96 / 4.63 eV

Structure (ORCA input):
```
! RIJCOSX wB97M-V def2-TZVPD def2/J DEFGRID3
* xyz 2 4
N 2.0811 -5.0821 1.5799
C 0.8237 -4.7509 1.8921
C 0.0945 -3.8024 1.1849
C 0.7012 -3.1538 0.0766
C 2.0031 -3.5882 -0.2974
C 2.6520 -4.5272 0.5090
C 0.0191 -2.1359 -0.6489
Co 0.6477 0.5373 -1.0519
P -0.9227 2.0102 -1.1917
C 0.6094 -1.5303 -1.8041
C -0.2001 -1.2343 -2.9950
C 0.4374 -0.8264 -4.1872
C -0.3193 -0.2631 -5.2057
C -1.6797 -0.0583 -4.9584
C -2.3645 -0.7465 -3.9541
C -1.6042 -1.3411 -2.9496
Br -2.6367 1.2642 -5.9824
H -1.0351 -1.9368 -0.4189
H 1.6977 -1.5801 -1.9757
H -0.9211 -3.5446 1.4873
H 2.5281 -3.1943 -1.1657
H 0.3759 -5.2528 2.7508
H 3.6750 -4.8233 0.2683
H 1.5246 -0.8982 -4.2500
H -2.0913 -1.8187 -2.1052
H 0.1417 0.0775 -6.1324
H -3.4488 -0.7696 -3.9191
P 2.1480 0.7799 0.4080
C -2.6787 1.4722 -1.1184
C -3.6262 2.1372 -2.1190
H -3.0247 1.6406 -0.0861
H -2.6697 0.3827 -1.2726
H -4.6580 1.8033 -1.9244
H -3.6275 3.2317 -2.0454
H -3.3935 1.8489 -3.1540
C -0.5070 2.4373 -2.9455
C -0.8291 3.8551 -3.4104
H -1.0199 1.7104 -3.5887
H 0.5747 2.2547 -3.0752
H -0.5136 3.9589 -4.4573
H -1.9051 4.0786 -3.3794
H -0.2809 4.6055 -2.8253
C -0.7866 3.5248 -0.1630
C -1.9131 4.5496 -0.2621
H 0.1806 3.9963 -0.4019
H -0.7095 3.1632 0.8728
H -1.6882 5.3948 0.3993
H -2.0231 4.9595 -1.2724
H -2.8739 4.1348 0.0631
C 2.2213 1.5863 2.0611
C 1.5415 2.9410 2.2381
H 3.2960 1.6819 2.3002
H 1.7918 0.8613 2.7702
H 1.9764 3.4597 3.0992
H 1.6635 3.5953 1.3664
H 0.4703 2.8270 2.4429
C 3.1373 1.8972 -0.6867
C 3.2941 1.2924 -2.0747
H 4.1007 2.0510 -0.1923
H 2.6195 2.8646 -0.7221
H 3.7430 2.0336 -2.7468
H 3.9575 0.4152 -2.0622
H 2.3272 0.9798 -2.5267
C 3.3492 -0.5937 0.7157
C 3.2414 -1.3289 2.0555
H 4.3526 -0.1470 0.6113
H 3.2309 -1.3165 -0.1072
H 3.9728 -2.1453 2.0767
H 3.4558 -0.6773 2.9122
H 2.2528 -1.7825 2.2055
N -0.6004 -0.3964 2.3556
C -1.2491 -0.8951 3.4508
C -2.4209 -0.2452 3.9075
C -3.1024 -0.7368 5.0207
C -2.6528 -1.8898 5.6811
C -1.4795 -2.5223 5.2523
C -0.7690 -2.0271 4.1545
H -1.0190 0.3554 1.8169
H 0.0847 -0.9521 1.8523
H -2.7820 0.6287 3.3566
H -3.9968 -0.2119 5.3643
H -3.2163 -2.2860 6.5290
H -1.1151 -3.4075 5.7764
H 0.1475 -2.5166 3.8189
*
```

Molecular formula: C4H8O
Method: DFT, ωB97M-V with the def2-TZVPD basis set

Properties
lowest unoccupied orbital energy: 0.90 eV
max |F|: 2.8 eV Å⁻¹
ΔE to the lowest compared entry with this formula, charge and spin: 5.3415 eV
highest occupied orbital energy: -9.32 eV
Kohn-Sham gap: 10.21 eV

Structure (ORCA input):
```
! RIJCOSX wB97M-V def2-TZVPD def2/J DEFGRID3
* xyz 0 1
C -0.3395 -1.0059 -0.1204
C -0.9414 -0.4427 -1.2546
C 0.7626 0.3509 1.0063
C 0.7764 1.5274 0.5739
O 1.2265 -0.4026 2.0082
H 0.9235 -1.3141 1.9117
H 0.5193 -1.6536 -0.2790
H -0.9861 -1.2570 0.7165
H 1.1161 2.5266 0.7414
H -0.0003 1.5683 -0.6396
H -0.5370 1.0200 -1.1975
H -0.5094 -0.6514 -2.2271
H -2.0108 -0.2658 -1.2398
*
```

Question: Look up the max |F| of the first one.
Answer: 4.5 eV Å⁻¹